DFT (wB97M-V/def2-TZVPD) results for a cluster of 6 separate species, C20H54N2O12 in total.

E_tot in Eh: -1806.4140
HOMO-LUMO gap in eV: 9.5
Relative energy (zero: lowest compared OMol25 entry of this formula, charge and spin) in eV: 5.187
SMILES string: COCCNCCOC.COCCNCCOC.OCCO.OCCO.OCCO.OCCO
LUMO level in eV: 0.340

```
! RIJCOSX wB97M-V def2-TZVPD def2/J DEFGRID3
* xyz 0 1
C -24.7360 -4.3350 -13.4380
C -25.9340 -4.2070 -20.1370
H -24.4450 -7.8310 -16.8770
C -26.4590 -8.1230 -9.6910
C -26.7110 -9.4160 -7.8650
H -25.7460 -9.2270 -7.4520
H -24.0390 -6.3040 -19.0740
H -24.8570 -5.3940 -13.4400
H -26.0740 -9.1080 -12.3590
H -25.2300 -6.9660 -11.7760
H -25.4180 -0.3370 -14.1260
H -27.3080 -2.3500 -13.9040
C -27.0140 -1.5090 -14.5570
H -25.9070 -7.1750 -19.7990
H -27.8900 -10.1150 -15.7770
H -25.6260 -3.7010 -13.3070
H -28.0540 -7.4340 -10.8380
H -24.5380 -5.5320 -15.5910
H -26.4540 -8.7890 -18.2630
C -27.6400 -9.0680 -15.5800
H -29.4710 -2.6940 -13.2760
C -24.7360 -4.4430 -15.6390
O -30.3540 -3.1970 -11.6230
H -26.2750 -9.1040 -10.1470
H -27.4120 -8.3830 -16.4360
C -27.0210 -7.0920 -10.6680
O -25.7470 -3.3750 -21.3080
H -25.6880 -1.2770 -20.8690
H -28.9830 -0.7010 -14.3410
H -24.9800 -2.7120 -19.0040
C -29.6360 -3.6570 -12.7120
O -26.0100 -9.1160 -19.0120
O -24.8660 -7.2440 -17.5010
H -25.4360 -7.7850 -9.3860
O -26.3330 -9.1700 -14.9950
H -26.3390 -1.8370 -15.3820
C -28.6120 -4.3250 -16.5310
H -27.0730 -5.4900 -12.9460
H -26.5810 -1.6980 -22.2500
N -25.2290 -4.3740 -17.9040
H -27.7120 -3.9410 -11.7110
H -23.9100 -4.0500 -19.4420
H -25.8450 -4.3470 -15.6350
O -28.5990 -1.1070 -16.4350
C -28.5380 -4.4930 -12.2650
H -23.8980 -2.9050 -16.9210
N -26.2360 -7.0860 -11.9020
C -26.1850 -8.0010 -14.1580
C -28.1090 -5.7040 -16.4360
O -26.2200 -0.6570 -13.7180
C -24.9500 -3.7890 -19.1230
H -27.0170 -6.0920 -10.3100
H -25.2580 -5.4220 -17.8940
H -27.1660 -2.1360 -20.5690
H -26.5250 -10.4110 -8.3230
C -26.6120 -8.2530 -12.7370
H -28.3060 -8.7210 -14.8970
H -30.8320 -3.9590 -11.2530
H -28.4930 -2.0900 -16.5520
H -27.0200 -4.1960 -19.8840
O -27.8110 -3.5840 -17.3880
H -24.0900 -4.1170 -12.6410
H -26.8800 -4.0250 -17.3850
O -24.1450 -3.9770 -14.6800
H -23.4680 -4.4350 -17.2400
H -29.6080 -4.5060 -16.9180
H -30.3480 -4.2170 -13.2650
C -25.2410 -8.0030 -19.6060
O -27.1800 -8.4370 -8.7110
C -26.3200 -2.1210 -21.2500
H -26.5580 -7.1490 -14.6160
H -27.0590 -5.8130 -16.3340
H -28.8700 -3.7970 -15.5940
H -25.5020 -5.1740 -20.5510
H -28.7400 -5.2300 -11.5050
H -25.1130 -7.9840 -14.1600
H -27.9690 0.2730 -15.2130
H -28.5230 -6.2440 -17.3570
O -27.8010 -4.9880 -13.3830
H -28.6820 -5.9000 -14.5410
C -28.1810 -0.7880 -15.0630
C -24.2870 -7.3350 -18.7350
H -27.6360 -8.4020 -12.6430
O -28.8100 -6.3580 -15.4040
H -27.2340 -9.5640 -7.0210
C -24.2420 -3.8940 -16.9890
H -24.9270 -8.3880 -20.5190
H -23.3270 -7.7290 -18.7270
*
```

DFT (wB97M-V/def2-TZVPD) results for a structure of composition C20H55ClFeN5O5.

E_tot in Eh: -3168.0486
HOMO-LUMO gap (spin up / spin down) in eV: 2.3 / 1.2
Relative energy (zero: lowest compared OMol25 entry of this formula, charge and spin) in eV: 6.206
LUMO level (spin up / spin down) in eV: -3.385 / -9.097

```
! RIJCOSX wB97M-V def2-TZVPD def2/J DEFGRID3
* xyz 1 9
Fe 2.2662 6.7241 1.8206
H 2.7628 -6.9178 7.0858
O 1.5541 -5.3377 6.2751
C 1.9368 -6.2605 7.3574
C 4.1254 7.4460 -2.5400
H 5.8306 -0.6028 -4.1760
H -4.2669 -6.0180 -0.6471
H 0.8992 -4.7547 3.4933
H 6.0468 6.9999 -3.2109
H -5.3344 -1.8821 -1.8577
H 5.2236 6.8348 -0.8705
H -3.8015 -5.0956 0.7936
H -4.4683 3.3109 2.1648
H 6.3878 -4.5913 -3.6487
H 0.5092 6.1291 -2.8440
C -4.3257 -3.0448 -3.5149
H 3.3540 -5.2224 5.3682
C 5.2570 -2.7475 -2.3511
H 5.0437 7.3648 -4.5037
H 2.9438 -1.2272 -2.7407
C -4.3398 -2.2381 -2.1262
H 2.5640 8.1853 -3.7422
H 3.3727 -1.8793 5.0179
H -4.9586 -2.5460 -4.2488
N -5.1841 3.8042 2.6789
C 5.0542 6.7637 -3.5944
Cl 1.2376 3.0051 0.7545
H -7.2483 3.9206 2.8693
H 4.7377 -0.0965 -2.9357
N 3.2167 -2.5192 4.2522
C -3.9377 -3.1386 -0.9347
H -2.4815 -1.6631 -2.5275
H 4.8761 5.6898 -3.6506
H 4.5457 -2.7965 -4.4386
N 4.2787 6.7926 -1.2245
H 1.0833 -6.8851 7.6210
H 1.7516 -3.6674 2.5421
H -2.9590 -3.6091 -1.0289
C 2.6203 7.4483 -2.9410
C -6.5420 3.4690 2.1726
H 2.4845 6.4703 -3.4025
O -4.9497 -3.9702 -0.5540
H -4.7487 -4.0434 -3.4054
H 2.7967 -1.9046 3.5696
C 1.9063 -4.3553 3.3734
H 4.5176 8.4492 -2.3730
C 4.7860 -0.6568 -3.8694
C 2.2747 -3.5245 4.6385
C 6.8889 -3.6247 -3.7002
O 1.7298 7.4341 -1.8538
H 2.1122 -5.6586 8.2490
N -3.3517 -1.2024 -2.3027
N 3.0247 -2.0580 -3.3093
H -5.0350 3.3251 3.5555
H -3.3236 -3.0425 -3.9439
H -0.0001 7.8040 -2.9085
H 2.6151 -5.1180 3.0508
O 6.6135 -2.6973 -2.6747
H 7.9475 -3.8838 -3.7195
H 2.6761 -1.8386 -4.2315
H 3.1647 -4.1778 6.7032
C -4.5901 -5.2517 0.0576
C -6.7914 3.9710 0.6570
H -6.8223 -0.5991 2.9866
H 1.3079 -3.0682 4.8512
H -3.1755 -0.7220 -1.4319
C 0.4251 7.0423 -2.2549
H -5.4103 -5.6717 0.6398
C -7.3858 0.1339 3.5638
C -6.6984 1.9314 2.1239
H -7.7799 3.7049 0.2826
C 4.4585 -2.1604 -3.5577
H -7.7216 1.7624 1.7880
H -6.0231 3.6399 -0.0416
H 4.0661 -0.2340 -4.5701
H 4.3449 5.8015 -1.4077
H -3.7883 -2.4379 -0.1133
O -6.7129 1.4469 3.4766
H -6.0019 1.4429 1.4424
C 2.6528 -4.5080 5.7994
H 4.9339 -3.7572 -2.0975
H -6.7949 5.0600 0.7034
H 5.1560 -2.0649 -1.5073
H 6.7237 -3.1705 -4.6772
H -0.2750 6.8943 -1.4327
H -8.4212 0.0502 3.2334
H -7.4376 -0.1087 4.6252
*
```

- Which of these has the highest E_tot?
  C20H54N2O12

- Which of these has the highest relative energy (zero: lowest compared OMol25 entry of this formula, charge and spin)?
  C20H55ClFeN5O5

- The highest E_tot belongs to which entry?
  C20H54N2O12